# 1
50
Properties=species:S:1:pos:R:3:mulliken_spin:R:1 method="wB97M-V/def2-TZVPD" charge=+1 multiplicity=2 relative_energy_kcal_mol=11.4 energy_ha=-9153.61254 homo_ev="-10.650 / -10.589"
Br 1.905 7.095 0.446 0.00
Br -5.561 4.943 -0.933 0.00
Cu -0.423 0.936 0.405 0.60
S -1.865 -1.740 0.389 -0.01
S 0.965 -0.405 1.616 0.24
F 1.773 0.688 -1.112 0.01
F 5.302 -2.289 -1.896 0.00
F 3.805 -0.143 -2.641 0.00
F 2.718 -2.761 1.971 0.00
F 4.735 -3.581 0.417 0.00
O -1.290 -0.576 -0.447 0.06
N 0.349 2.758 0.563 0.06
N -2.191 2.119 0.472 0.03
C -3.205 -2.289 -0.630 0.00
C 0.396 -4.953 1.137 0.00
C -4.510 2.530 0.095 0.00
C 1.055 -5.144 -0.069 0.00
C -0.058 -3.234 -1.021 0.00
C 0.830 -4.289 -1.145 0.00
C -0.483 3.771 0.266 0.01
C -0.714 -3.063 0.194 0.00
C 4.305 -1.868 -1.124 0.00
C -2.894 4.249 -0.332 0.00
C -0.052 5.077 0.227 0.00
C -3.463 1.717 0.482 0.00
C 3.545 -0.780 -1.500 0.00
C 1.283 5.340 0.502 0.00
C 4.013 -2.524 0.054 0.00
C 2.135 4.307 0.840 0.00
C 2.516 -0.359 -0.686 0.01
C 2.974 -2.083 0.848 -0.03
C -4.206 3.807 -0.341 0.00
C 2.213 -0.971 0.516 0.01
C 1.621 3.024 0.870 0.00
C -0.499 -3.901 1.278 0.00
C -1.916 3.376 0.098 0.00
H -0.731 5.890 0.013 0.00
H 1.345 -4.450 -2.084 0.00
H -2.807 -2.695 -1.558 0.00
H -2.658 5.253 -0.655 0.00
H -1.011 -3.730 2.218 0.00
H -3.750 -3.055 -0.075 0.00
H 2.229 2.174 1.156 0.00
H -3.649 0.709 0.831 0.00
H -0.223 -2.541 -1.839 0.00
H -5.531 2.174 0.128 0.00
H 0.585 -5.616 1.972 0.00
H 1.762 -5.958 -0.169 0.00
H 3.175 4.484 1.074 0.00
H -3.845 -1.427 -0.821 0.00

# 2
60
Properties=species:S:1:pos:R:3:lowdin_charge:R:1 method="wB97M-V/def2-TZVPD" charge=-2 relative_energy_kcal_mol=29.4 energy_ha=-6699.02636 homo_ev=-3.907
I -3.015 2.276 -1.661 1.08
Y -0.707 0.963 0.160 0.93
Br -3.412 5.144 -3.653 0.70
S -1.624 -0.618 -1.827 0.43
S 1.060 1.438 -1.792 0.54
S 4.420 -7.280 2.246 0.39
P -1.447 3.689 1.694 0.21
P -2.478 1.077 2.578 0.18
O -0.983 0.829 2.500 -0.38
O -3.338 0.880 3.740 -0.25
O 3.057 -7.453 1.770 -0.38
O 5.426 -7.233 1.200 -0.37
O -2.630 2.553 1.916 -0.33
O -2.047 4.953 1.282 -0.24
O -0.787 3.788 3.147 -0.12
O -0.423 2.983 0.799 -0.46
O 4.782 -8.086 3.398 -0.38
O -2.911 0.159 1.284 -0.23
N 0.903 -0.771 0.826 -0.06
N 5.291 -5.281 3.865 0.12
N -0.560 -2.495 -7.523 0.15
N 2.789 -0.128 -7.416 0.15
N 3.638 -4.684 2.291 0.16
C -4.249 5.069 -1.951 -0.73
C 1.888 -0.291 1.592 -0.13
C 4.441 -5.561 2.881 -0.34
C -0.489 -0.457 -3.157 -0.68
C 3.667 -3.428 2.721 -0.22
C 5.310 -4.029 4.295 -0.13
C -0.757 -1.195 -4.307 -0.08
C -4.745 4.009 0.126 -0.16
C 2.077 -0.215 -6.518 -0.19
C 0.646 0.388 -3.125 -0.69
C 2.733 -2.482 2.045 -0.13
C 0.837 -2.092 0.636 -0.09
C 0.065 -1.135 -5.423 -0.20
C -0.275 -1.894 -6.585 -0.19
C 2.819 -1.102 2.213 0.00
C 4.506 -3.034 3.762 -0.01
C 1.204 -0.313 -5.390 -0.20
C -5.004 6.172 -1.575 -0.15
C -5.627 6.188 -0.343 -0.09
C 1.727 -2.977 1.222 0.03
C 1.477 0.425 -4.249 -0.08
C -5.497 5.103 0.510 -0.08
C -4.112 3.977 -1.115 -0.69
H 4.528 -2.028 4.153 0.09
H -4.614 3.182 0.804 0.08
H 3.593 -0.643 2.809 0.10
H 5.998 -3.806 5.105 0.10
H -6.205 7.054 -0.050 0.10
H -5.088 7.013 -2.246 0.09
H -0.420 2.922 3.403 0.07
H 0.036 -2.431 -0.013 0.09
H -5.963 5.111 1.485 0.11
H -1.633 -1.824 -4.330 0.11
H 2.351 1.061 -4.225 0.11
H -3.809 -0.185 1.251 0.10
H 1.931 0.787 1.715 0.12
H 1.647 -4.040 1.052 0.12

# 3
60
Properties=species:S:1:pos:R:3:lowdin_charge:R:1 method="wB97M-V/def2-TZVPD" charge=-2 relative_energy_kcal_mol=53.8 energy_ha=-6698.98747 homo_ev=-3.904
I 2.263 -1.345 0.805 1.07
Y -0.408 -0.309 -0.234 0.81
Br 4.802 -2.360 2.958 0.69
S 1.307 1.464 0.732 0.45
S -1.074 -0.539 2.250 0.54
S -7.658 6.268 -1.421 0.40
P -1.446 -0.559 -2.945 0.22
P -0.088 -2.830 -1.898 0.21
O 0.013 -4.271 -2.114 -0.25
O -8.726 6.506 -2.378 -0.38
O -1.078 -2.140 -3.017 -0.25
O -7.962 5.255 -0.425 -0.38
O 1.316 -2.079 -2.237 -0.20
O -7.020 7.474 -0.900 -0.37
O -0.558 -2.323 -0.539 -0.46
O -2.560 -0.550 -1.718 -0.17
O -2.037 -0.108 -4.201 -0.25
O -0.240 0.138 -2.331 -0.40
N -1.736 1.788 -0.187 -0.05
N 1.478 5.279 5.433 0.15
N -5.400 4.837 -1.717 0.17
N -6.061 6.047 -3.614 0.12
N -0.969 2.638 7.381 0.15
C 3.651 -6.049 1.507 -0.10
C 1.114 2.811 3.039 -0.07
C -3.388 3.566 -1.575 -0.13
C -0.300 0.851 2.966 -0.68
C -4.289 4.441 -2.333 -0.22
C 0.649 1.699 2.346 -0.65
C 4.268 -5.044 2.232 -0.15
C -0.199 2.230 4.976 -0.20
C -2.024 3.488 -1.847 0.01
C -3.883 2.789 -0.528 0.02
C -6.245 5.601 -2.380 -0.36
C -0.620 2.460 6.301 -0.20
C 2.398 -4.402 0.282 -0.12
C -1.249 2.597 -1.133 -0.17
C -4.016 4.835 -3.643 0.00
C 1.135 4.291 4.955 -0.20
C -4.955 5.671 -4.229 -0.13
C 2.733 -5.724 0.521 -0.08
C -0.673 1.127 4.284 -0.08
C 0.697 3.109 4.331 -0.20
C 3.932 -3.725 1.983 -0.75
C 2.986 -3.388 1.024 -0.59
C -3.030 1.923 0.126 -0.11
H 1.153 -1.223 -2.652 0.04
H -1.560 4.105 -2.599 0.11
H -0.183 2.528 -1.325 0.07
H 3.894 -7.082 1.710 0.10
H -1.355 0.441 4.764 0.10
H 5.004 -5.269 2.987 0.09
H 1.828 3.457 2.551 0.11
H -3.145 4.495 -4.182 0.10
H -3.380 -0.915 -2.064 0.10
H 2.263 -6.499 -0.064 0.11
H 1.670 -4.161 -0.480 0.06
H -3.383 1.304 0.944 0.11
H -4.824 6.046 -5.238 0.10
H -4.924 2.884 -0.259 0.12

# 4
53
Properties=species:S:1:pos:R:3:mulliken_spin:R:1 method="wB97M-V/def2-TZVPD" charge=0 multiplicity=2 relative_energy_kcal_mol=66.2 energy_ha=-4421.53252 homo_ev="-8.580 / -8.597"
Ir -0.262 0.326 0.288 0.04
Se -2.631 0.571 0.007 -0.04
F -8.578 -0.465 -0.251 0.00
F -6.875 -2.460 -0.942 0.00
F -7.605 1.935 0.565 0.00
F -4.950 2.329 0.697 0.00
F -4.213 -2.067 -0.807 0.00
O 0.089 -0.112 2.330 0.01
O 1.424 2.853 -0.146 0.00
O 6.391 0.353 2.163 0.38
O 1.717 -0.515 3.818 0.00
O -0.813 3.283 -0.201 0.00
O 6.696 0.358 -0.116 0.34
N 1.842 -0.285 0.315 -0.01
C -6.397 -1.289 -0.532 0.00
C 2.141 5.233 0.007 0.00
C 2.328 -0.209 1.553 0.01
C -5.031 -1.084 -0.455 0.00
C 4.040 -0.016 -0.554 0.00
C -1.112 8.469 1.281 0.00
C -6.772 0.953 0.237 0.00
C 6.165 0.302 0.974 0.02
C 2.682 -0.197 -0.723 0.02
C 4.511 0.071 0.743 0.24
C -1.137 8.461 -1.225 0.00
C 0.272 6.814 0.013 0.00
C 1.310 -0.297 2.702 0.01
C -4.515 0.132 -0.034 0.00
C -0.263 8.244 0.021 0.00
C 1.229 4.210 -0.088 0.00
C 1.639 6.530 0.073 0.00
C -0.633 5.753 -0.085 0.00
C 0.852 9.292 0.003 0.00
C -7.270 -0.271 -0.184 0.00
C -5.405 1.146 0.308 0.00
C -0.137 4.473 -0.123 0.00
C 3.673 -0.018 1.828 -0.01
B 0.153 2.287 -0.194 -0.01
H 2.253 -0.276 -1.712 0.00
H 0.407 10.286 -0.047 0.00
H -2.026 7.831 -1.208 0.00
H -1.702 5.914 -0.137 0.00
H 4.002 0.046 2.854 0.00
H 4.707 0.051 -1.398 0.00
H -0.518 8.301 2.180 0.00
H 1.500 9.172 -0.867 0.00
H 2.351 7.337 0.169 0.00
H -1.465 9.500 -1.279 0.00
H -0.573 8.234 -2.131 0.00
H 1.460 9.245 0.908 0.00
H 3.205 5.036 0.020 0.00
H -1.482 9.496 1.302 0.00
H -1.971 7.798 1.310 0.00

# 5
47
Properties=species:S:1:pos:R:3:lowdin_charge:R:1 method="wB97M-V/def2-TZVPD" charge=0 smiles="COc1ccc(C(=O)c2ccc3c(-c4cc(Br)c(OCC(=O)O)c(Br)c4)nocc2-3)cc1" relative_energy_kcal_mol=39.5 energy_ha=-6539.50522 homo_ev=-8.471
Br 5.553 -3.048 1.631 0.80
Br 5.233 0.400 -3.036 0.76
O -6.786 3.127 -0.960 -0.10
O -4.011 -1.920 2.064 0.11
O 8.521 -2.610 -2.666 0.10
O 0.014 1.933 1.583 -0.03
O 6.353 -1.864 -0.985 -0.11
O 9.557 -0.815 -1.674 0.09
N 1.318 1.364 1.244 0.16
C -5.840 0.014 0.871 -0.01
C -6.703 0.977 0.328 0.01
C -1.480 -2.149 0.182 0.01
C -4.718 2.044 -0.611 0.00
C -1.056 -0.100 1.150 -0.14
C 7.639 -1.452 -0.568 -0.09
C 8.636 -1.615 -1.710 -0.43
C -3.938 0.987 -0.128 -0.03
C -1.064 1.138 1.778 0.02
C 0.178 -0.622 0.560 -0.10
C 5.268 -1.234 -0.551 -0.40
C -2.121 -1.079 0.916 -0.08
C 3.358 0.269 -0.919 -0.04
C 4.690 -0.148 -1.269 -0.50
C -0.084 -1.885 0.077 -0.04
C -6.086 2.012 -0.394 -0.23
C -4.472 -0.038 0.630 -0.16
C 2.811 -0.233 0.261 -0.19
C -8.005 3.660 -0.337 -0.07
C 1.467 0.187 0.697 -0.16
C 3.497 -1.091 1.102 -0.04
C 4.698 -1.631 0.622 -0.53
C -3.599 -1.082 1.312 -0.31
H 7.511 -0.389 -0.283 0.16
H 3.147 -1.440 2.094 0.13
H -2.029 -2.958 -0.274 0.11
H -6.255 -0.799 1.563 0.15
H 2.857 1.054 -1.428 0.10
H -7.734 0.930 0.385 0.09
H 8.021 -2.034 0.280 0.12
H -8.339 3.326 0.620 0.06
H -4.288 2.848 -1.197 0.12
H -7.950 4.744 -0.087 0.09
H -2.884 1.247 -0.362 0.12
H 0.572 -2.511 -0.525 0.11
H 9.279 -2.563 -3.295 0.14
H -1.881 1.563 2.307 0.14
H -8.856 3.487 -0.998 0.08

# 6
47
Properties=species:S:1:pos:R:3:lowdin_charge:R:1 method="wB97M-V/def2-TZVPD" charge=+2 relative_energy_kcal_mol=218.9 energy_ha=-3762.34212 homo_ev=-14.875
In 0.000 0.000 0.000 0.30
As 0.854 1.414 2.970 1.32
O 1.911 1.896 -5.072 0.06
O 1.809 -1.901 1.445 0.29
O 0.717 1.475 1.271 -0.49
O -1.195 1.888 -1.996 0.29
O -0.985 -2.290 -1.661 0.33
O -2.232 0.049 2.003 0.29
C 0.028 -0.139 3.909 -0.30
C 0.186 -2.423 4.758 -0.04
C -1.375 0.030 1.234 -0.05
C 0.056 3.023 3.733 -0.29
C -0.766 1.168 -1.211 -0.08
C -1.796 -1.121 5.200 -0.04
C 3.754 1.124 2.550 -0.08
C 5.354 0.795 4.349 -0.03
C 0.225 4.959 5.182 -0.04
C -1.123 5.250 4.954 -0.03
C -1.091 -2.320 5.308 -0.03
C 0.815 3.850 4.572 -0.07
C -1.235 -0.033 4.521 -0.11
C 2.721 1.218 3.490 -0.32
C 0.744 -1.337 4.077 -0.11
C 1.201 1.777 -4.195 0.02
C 1.093 -1.175 0.917 -0.10
C -1.291 3.321 3.498 -0.11
C -1.880 4.433 4.108 -0.05
C -0.636 -1.416 -1.004 -0.09
C 3.012 1.099 4.857 -0.11
C 5.072 0.915 2.982 -0.04
C 4.322 0.887 5.285 -0.04
H -2.924 4.656 3.935 0.12
H 1.853 3.627 4.772 0.10
H -1.581 6.104 5.436 0.12
H -2.779 -1.033 5.645 0.12
H -1.888 2.686 2.857 0.09
H 5.870 0.841 2.260 0.11
H 1.747 -1.430 3.698 0.09
H -1.525 -3.161 5.834 0.12
H 2.216 1.150 5.590 0.11
H 6.369 0.625 4.680 0.12
H 4.536 0.784 6.342 0.12
H 1.174 -0.026 -1.053 0.07
H 0.747 -3.343 4.865 0.12
H 0.810 5.587 5.843 0.12
H 3.535 1.200 1.493 0.10
H -1.800 0.882 4.461 0.09

# 7
50
Properties=species:S:1:pos:R:3:lowdin_charge:R:1 method="wB97M-V/def2-TZVPD" charge=0 energy_ha=-2722.91277 homo_ev="-7.078 / -7.078"
Au -1.277 1.186 -1.816 1.05
Cl -4.198 1.402 -0.825 0.53
S 2.688 3.705 -2.301 1.14
S 1.273 -4.258 5.790 0.39
O 0.380 -4.133 6.918 -0.36
O 1.934 -3.055 5.360 -0.37
O 2.027 -5.482 5.678 -0.36
N -0.944 -0.501 -0.256 -0.07
N -0.738 -5.598 4.513 0.14
N -0.050 -3.574 3.556 0.16
N 0.579 2.605 -1.329 0.01
C 2.061 1.567 -4.511 -0.03
C 0.942 3.537 -0.407 -0.31
C -0.183 -0.070 -4.450 -0.09
C 1.921 5.531 1.236 -0.07
C -0.004 0.863 -3.452 -0.14
C -1.645 -5.740 3.552 -0.10
C 0.747 -0.190 -5.475 -0.06
C -1.717 -1.567 -0.440 -0.16
C 2.101 4.263 -0.757 -0.44
C -0.945 -2.603 1.575 -0.11
C 1.356 2.570 -2.365 -0.52
C 0.774 4.821 1.589 -0.07
C 1.141 1.665 -3.463 -0.25
C -0.144 -0.474 0.808 -0.12
C 0.275 3.821 0.783 -0.01
C -0.012 -4.521 4.435 -0.37
C -3.224 2.061 -2.150 -0.65
C -0.944 -3.684 2.562 -0.21
C -0.106 -1.492 1.742 0.04
C -1.757 -2.630 0.436 0.01
C 2.600 5.260 0.065 -0.08
C 1.853 0.644 -5.514 -0.06
C -1.792 -4.802 2.539 0.00
H -3.704 1.789 -3.084 0.00
H 2.926 2.218 -4.510 0.10
H -0.616 3.267 1.044 0.11
H -2.413 -3.459 0.225 0.11
H -2.260 -6.629 3.605 0.11
H -1.049 -0.714 -4.437 0.11
H 0.483 0.403 0.898 0.11
H 0.554 -1.444 2.596 0.13
H -2.330 -1.556 -1.330 0.10
H 3.486 5.808 -0.211 0.11
H 2.281 6.307 1.892 0.11
H 2.558 0.568 -6.328 0.11
H 0.594 -0.934 -6.243 0.11
H -2.540 -4.949 1.776 0.09
H -3.207 3.140 -2.033 0.00
H 0.264 5.061 2.509 0.11

# 8
48
Properties=species:S:1:pos:R:3:mulliken_spin:R:1 method="wB97M-V/def2-TZVPD" charge=0 multiplicity=3 relative_energy_kcal_mol=14.0 energy_ha=-4498.05137 homo_ev="-7.337 / -8.396"
I 1.856 -0.701 2.903 0.05
I 0.862 -2.782 -0.661 0.07
Pd -0.191 -0.229 0.167 1.21
Br 2.184 -6.023 -0.398 0.00
O 3.438 1.471 -0.826 0.02
O 1.775 -0.018 -0.612 0.10
N -2.412 -0.779 0.197 0.03
N -7.459 0.694 -0.855 0.00
N 0.026 1.999 -0.187 0.06
C 0.329 -5.748 -0.189 0.00
C -2.769 5.028 0.445 0.00
C -4.179 -0.435 -1.379 0.01
C -2.882 -0.799 -1.055 0.01
C -3.181 3.685 0.277 0.00
C -0.058 -0.026 2.326 0.46
C -1.444 5.346 0.389 0.00
C -0.881 3.007 0.020 -0.01
C -3.241 -0.428 1.178 -0.01
C 0.918 4.620 0.082 0.00
C 1.793 3.612 -0.162 0.00
C -1.627 -4.363 -0.121 0.00
C -0.252 -4.491 -0.291 -0.01
C -1.826 -6.726 0.239 0.00
C -0.469 4.342 0.169 0.00
C 1.300 2.292 -0.292 0.02
C -5.024 -0.055 -0.347 0.01
C -2.259 2.701 0.069 0.00
C -0.459 -6.863 0.072 0.00
C -2.413 -5.473 0.143 0.00
C 2.281 1.162 -0.617 0.00
C -4.561 -0.067 0.958 0.00
C -6.384 0.361 -0.630 0.00
H -3.509 5.800 0.610 0.00
H -5.200 0.214 1.783 0.00
H -0.783 -0.658 2.831 -0.02
H -2.187 -1.117 -1.823 0.02
H -1.116 6.372 0.507 0.00
H -4.236 3.441 0.307 0.00
H -2.431 -7.600 0.444 0.00
H -4.513 -0.440 -2.407 0.00
H 2.858 3.759 -0.262 0.00
H 0.010 -7.835 0.146 0.00
H -2.823 -0.423 2.177 0.00
H -3.481 -5.355 0.275 0.00
H -2.557 1.676 -0.079 0.00
H 1.261 5.641 0.202 0.00
H -0.150 1.015 2.625 -0.02
H -2.079 -3.384 -0.185 0.00